Formula: C5H10OS2
Source: the OMol25 dataset
Level of theory: wB97M-V/def2-TZVPD

## Properties
Orbital gap, hartree: 0.3342

Each line ends with the natural charge from an NBO analysis.
Atoms and positions in Å:
C 2.44796 -1.69244 0.55543  -0.818
C -0.06144 -0.32065 0.06525  -0.245
C -0.48206 -1.58563 -0.97146  -0.595
C -0.25881 -0.82210 1.51508  -0.678
C -0.86360 1.03477 -0.08505  0.165
H 1.58818 -2.47749 0.30264  0.247
H 2.78492 -1.54961 1.64898  0.234
H 3.59208 -2.12213 0.08031  0.264
H -0.10021 -2.58584 -0.54930  0.207
H -1.55885 -1.65222 -0.83453  0.225
H -0.20936 -1.26446 -1.91988  0.223
H -1.32794 -1.76306 1.58077  0.250
H -0.52500 0.32773 2.23921  0.227
H 0.95196 -1.40036 1.86133  0.265
H 0.45314 1.73258 1.09160  0.490
O -0.34930 2.11438 0.54753  -0.650
S 1.82645 -0.15102 -0.28661  0.165
S -2.29812 1.16077 -0.73569  0.023

***

Formula: C2H3NO3S
Source: the OMol25 dataset
Level of theory: wB97M-V/def2-TZVPD

## Properties
Orbital gap (alpha / beta), hartree: 0.2978 / 0.3669

Each line ends with the natural charge from an NBO analysis.
Atoms and positions in Å:
C -1.03102 1.23081 -0.41857  0.241
C 0.13714 -1.65584 0.42911  -0.491
N -1.76185 1.12107 0.54493  -0.234
O 1.11358 0.64813 1.18259  -0.886
O 2.15063 -0.43234 -0.75571  -0.877
O -0.09990 0.58805 -1.04070  -0.668
S 1.04101 -0.18280 0.05674  2.283
H -1.09137 2.30334 -0.86277  0.188
H -0.15348 -1.64885 1.39341  0.214
H -0.30476 -1.97157 -0.52902  0.229

***

Formula: C31H47N5OPdTe
Source: the OMol25 dataset
Level of theory: wB97M-V/def2-TZVPD

## Properties
Orbital gap (alpha / beta), hartree: 0.2074 / 0.1946
2S+1: 2
Total charge: +1

Each line ends with the Löwdin spin population.
Atoms and positions in Å:
Pd 0.05503 0.03169 -2.98806  0.769
N 2.35123 0.73171 -5.36615  0.000
C 2.74857 1.47302 -4.17392  0.000
C 1.83076 2.64918 -3.95763  0.003
N 0.45201 2.21705 -3.60633  0.033
H 3.04895 0.03497 -5.59732  0.000
H 1.49287 0.21069 -5.19500  -0.001
H 3.74675 1.87913 -4.34913  0.000
H 2.79233 0.85712 -3.26609  0.000
H 1.80900 3.24839 -4.86975  0.001
H 2.20982 3.27415 -3.15024  0.000
H -0.13946 2.31018 -4.42446  0.000
H 0.07917 2.84408 -2.90318  0.000
N -2.14921 0.67988 -3.02649  0.066
C -3.19897 -0.22002 -2.48739  0.007
C -3.44524 -1.40290 -3.42492  0.000
C -2.92197 -2.74847 -2.92058  0.000
C -1.45720 -2.74856 -2.51838  0.001
N -0.61502 -2.13846 -3.56930  0.050
H -2.11534 1.52093 -2.45811  0.000
H -2.42148 0.97667 -3.95912  0.001
H -4.12377 0.33877 -2.33226  0.003
H -2.86813 -0.56290 -1.50526  0.001
H -2.99193 -1.17353 -4.39369  0.000
H -4.51447 -1.50056 -3.61341  0.000
H -3.07756 -3.49435 -3.70503  0.000
H -3.51125 -3.07773 -2.06109  0.000
H -1.14711 -3.77311 -2.29874  0.001
H -1.31002 -2.17658 -1.59788  0.000
H -0.97822 -2.36791 -4.48776  0.002
H 0.33207 -2.50278 -3.52274  0.000
C -4.42046 1.32110 5.52197  0.000
C -3.53415 1.14272 4.31906  0.001
C -2.75334 2.18657 3.83981  0.001
C -1.91856 2.04017 2.73643  0.004
C -1.11560 3.23401 2.28242  0.002
C -1.87158 0.79319 2.09779  0.013
Te -0.61060 0.54996 0.36750  0.070
N 0.88704 -0.46166 -1.03683  -0.077
C 1.55169 -1.51107 -1.48090  -0.006
O 1.89420 -1.44655 -2.70508  0.042
C 1.87340 -2.70129 -0.65418  -0.002
C 2.87784 -3.55052 -1.10697  0.000
C 3.19150 -4.69401 -0.38973  0.000
C 2.49407 -5.00056 0.77185  0.000
C 1.48374 -4.15925 1.22032  0.000
C 1.17621 -3.01010 0.50995  0.000
C 1.12548 1.14867 1.43100  0.001
C 1.49121 0.48129 2.59752  0.001
C 0.77679 -0.70622 3.19372  0.001
C 2.62494 0.93213 3.27875  0.000
C 3.38536 1.99606 2.83351  0.001
C 4.59480 2.47071 3.59148  0.000
C 2.99942 2.62445 1.65156  0.000
C 1.88529 2.21935 0.93668  0.001
C 1.52859 2.96155 -0.32363  0.001
C -2.66033 -0.27123 2.54842  0.001
C -2.66355 -1.64326 1.91360  0.003
C -3.48031 -0.07457 3.65435  0.000
H -4.42117 2.35446 5.86449  0.000
H -4.08303 0.69242 6.34757  0.000
H -5.44865 1.03640 5.29555  0.000
H -2.79853 3.15122 4.33448  0.000
H -1.53706 4.15124 2.69050  0.000
H -1.11047 3.33212 1.19389  0.001
H -0.07650 3.16450 2.61074  0.000
H 3.41042 -3.30218 -2.01538  0.000
H 3.97849 -5.34925 -0.73802  0.000
H 2.73841 -5.89637 1.32749  0.000
H 0.93610 -4.39988 2.12216  0.000
H 0.38680 -2.35243 0.85417  0.000
H -0.00464 -1.11001 2.55685  0.001
H 0.31036 -0.43532 4.14307  0.000
H 1.49504 -1.50431 3.38854  0.000
H 2.91881 0.41158 4.18434  0.000
H 4.81335 1.82139 4.43746  0.000
H 4.43808 3.48119 3.97313  0.000
H 5.47364 2.49943 2.94621  0.000
H 3.58673 3.45649 1.27790  0.000
H 2.31221 3.67563 -0.57236  0.000
H 0.59344 3.51885 -0.20461  0.000
H 1.41526 2.27422 -1.16254  0.000
H -2.07118 -1.69268 0.99829  0.003
H -3.68068 -1.95104 1.66710  0.000
H -2.25846 -2.38938 2.60121  0.000
H -4.09207 -0.89969 4.00679  0.000

***

Formula: C8H16MnN2PS
Source: the OMol25 dataset
Level of theory: wB97M-V/def2-TZVPD

## Properties
Orbital gap (alpha / beta), hartree: 0.1325 / 0.2166
2S+1: 6
Total charge: -1

Each line ends with the natural charge from an NBO analysis.
Atoms and positions in Å:
C 0.93641 0.44750 -3.00927  -0.714
C 0.25767 -0.00252 -4.14744  -0.263
C -0.45797 -1.19735 -4.25498  -0.349
C -0.74714 -2.03918 -3.17345  -0.251
C -0.44914 -1.75511 -1.85136  -0.623
Mn 0.08648 -0.06009 -1.50387  0.808
P -0.25776 2.21150 -0.88478  0.107
H 1.61631 1.30399 -3.08943  0.165
H 0.34040 0.58176 -5.07760  0.160
H -0.80109 -1.51358 -5.24818  0.179
H -0.70493 -2.47996 -1.05070  0.175
H -1.24168 -2.97333 -3.43219  0.169
H -1.35761 2.47974 -0.00254  0.001
H -0.58015 3.12014 -1.94978  0.002
H 0.79962 2.94703 -0.23940  -0.012
C 0.91303 1.15597 3.63083  -0.420
N 0.77422 0.89530 2.18841  -0.670
C 0.70568 -0.35869 1.69244  0.079
S 1.42883 -0.75843 0.16202  -0.355
N 0.06142 -1.30714 2.39181  -0.664
C -1.13253 -0.99104 3.19571  -0.426
H 0.94412 0.22333 4.20044  0.207
H 0.08221 1.77854 3.98735  0.174
H 1.85366 1.69317 3.80405  0.176
H 1.18910 1.59058 1.56566  0.391
H 0.03653 -2.20159 1.90960  0.398
H -1.93427 -1.67187 2.88298  0.187
H -0.91425 -1.16650 4.25750  0.170
H -1.44714 0.04783 3.04615  0.200

***

How do the records compare in energy above the lowest of the compared OMol25 structures with the same formula, charge and spin? In the order shown, they have 5.204; 5.507; 1.838; 0.000 eV.
How do the records compare in E_tot? In the order shown, they have -1067.9248; -756.4737; -1954.0830; -2314.2528 Ha.